14
Properties=species:S:1:pos:R:3 method="wB97M-V/def2-TZVPD" homo_energy_ev=-13.43 smiles="C=C1CC=C1[NH3+]" charge=+1 homo_lumo_gap_ev=9.424 energy_ha=-249.66587 de_lowest_kj_mol=418.2
C 1.7660 0.6300 1.1404
C 0.7686 0.1231 0.2881
C 1.0262 -1.0117 -0.7287
C -0.5100 -1.0983 -1.0534
C -0.8854 -0.1030 -0.2465
N -1.9225 0.8559 0.1322
H 2.7121 0.1409 1.2044
H 1.5588 1.4629 1.8438
H 1.3798 -1.8482 -0.1081
H 1.6932 -0.7552 -1.5982
H -1.1906 -1.8832 -1.4099
H -1.9291 1.1265 1.0863
H -2.9054 0.6467 -0.2380
H -1.5618 1.7136 -0.3126